Formula: C3H2N2O2
Source: the OMol25 dataset
Level of theory: the ωB97M-V functional and the def2-TZVPD basis

XYZ file:
```
9
Properties=species:S:1:pos:R:3:nbo_charge:R:1
O -0.94599 0.57052 -0.85451 -0.3216
C -0.00505 0.32519 0.18638 0.1320
H 0.45471 -1.78227 0.87353 0.2610
N -1.29424 -0.71731 -1.44457 0.1613
H 0.57385 2.45677 0.99791 0.1891
C 0.73166 1.31098 0.97079 0.3415
C 0.15450 -0.93890 0.27259 -0.0910
N -0.60203 -1.57693 -0.79073 -0.1889
O 1.81582 0.82968 1.50415 -0.4834
```

Computed properties:
energy above the lowest of the compared OMol25 structures with the same formula, charge and spin: 84.5 kcal per mole
charge: 0

Formula: C4H11N5
Source: the OMol25 dataset
Level of theory: the ωB97M-V functional and the def2-TZVPD basis

XYZ file:
```
20
Properties=species:S:1:pos:R:3:nbo_charge:R:1
C 0.50362 -0.50981 -0.48027 0.5242
C -0.55470 2.22708 -0.58422 -0.4207
H -0.35885 -1.77447 2.34480 0.3965
H -0.72328 -0.38120 -2.11828 0.3852
H 2.59339 -0.53057 -0.57413 0.3904
H 1.84156 -1.40118 0.74819 0.4278
H -0.63662 -2.93062 1.21100 0.3710
N 0.17988 1.20283 0.15133 -0.6482
H 0.93170 1.60164 0.70948 0.3822
C -0.60086 -0.99607 0.49024 -0.1809
C -0.86739 0.29561 1.27469 0.2568
H -1.07544 2.89340 0.10944 0.2201
N 0.23399 -0.55279 -1.84261 -0.8263
N -1.33502 0.68178 2.30152 -0.5403
H 0.11582 2.82158 -1.21131 0.1851
H -1.48179 -1.27945 -0.09871 0.2028
N 1.76813 -0.89955 -0.13106 -0.8481
H 0.92705 -0.16631 -2.46933 0.3836
N -0.15083 -2.05647 1.38675 -0.8472
H -1.31037 1.75456 -1.21754 0.1860
```

Computed properties:
energy above the lowest of the compared OMol25 structures with the same formula, charge and spin: 47.8 kcal per mole
charge: 0

Formula: C36H75BN2O10
Source: the OMol25 dataset
Level of theory: the ωB97M-V functional and the def2-TZVPD basis

XYZ file:
```
124
Properties=species:S:1:pos:R:3:mulliken_charge:R:1
H 7.69194 -2.76597 -0.53979 0.2585
H 1.53542 -0.65093 4.93914 0.2028
C 1.10124 0.23325 3.02866 -0.5113
H 0.61453 1.27714 3.34283 0.3404
H 1.45380 11.58786 -7.91796 0.3116
O -1.41167 -4.83541 4.32842 -0.3357
H -6.10742 -9.36094 8.41572 0.3712
H 5.64963 -2.12081 -1.14569 0.1511
H -0.64916 14.61371 -8.82014 0.2705
O -1.19174 -7.33813 7.67688 -0.4928
B 3.78552 -2.19573 1.62317 0.3095
N 2.03069 -0.13729 4.17796 -0.4983
H -5.18312 -7.88164 8.73940 0.2695
C 2.33727 -2.08348 0.77950 1.2525
C -2.73055 6.57955 -5.17188 -0.5713
C 3.30705 -2.46118 -1.45468 0.4744
H -3.71779 -9.98987 8.92351 0.3614
C -0.29337 -2.77288 1.34122 -0.3536
O 2.71563 -1.68802 -2.40855 -0.5893
O -0.86547 10.82314 -7.10541 -0.5654
C -3.01795 -0.86014 -2.18903 -0.5215
C 1.88242 -0.54336 0.47882 0.4835
C -1.09493 -5.00661 5.72196 -0.3283
H 6.78185 -5.68029 -0.34374 0.3701
H -1.70755 -7.44512 10.19611 0.3320
H -1.61164 3.06272 -3.39267 0.3127
H -2.85182 1.36403 -1.45258 0.2102
H -0.91392 16.12577 -7.93078 0.3514
H -1.40416 -7.78336 3.69617 0.2487
H -3.14914 -6.59958 9.56400 0.2611
C -5.28577 -8.73377 8.06058 -0.9894
H 5.11562 -2.58009 -2.89329 0.3366
H -3.40189 9.14933 -4.66663 0.2641
H -0.83935 -4.73842 0.14305 0.2509
H 4.95234 0.27959 3.29207 0.2029
O 2.47569 -2.96480 -0.37767 -0.2907
H -3.64865 3.41660 -5.94778 0.2117
C -1.79337 -1.50784 -1.30171 -0.0184
C 5.28172 -4.39970 -1.53130 -0.5557
C -0.51439 11.99139 -7.24274 0.8416
H -3.21429 -8.31473 10.04646 0.3627
H 1.38262 -2.54523 2.91022 0.0639
C -3.99965 -9.53864 7.96764 -0.4170
H 0.20548 -0.50059 2.87174 0.0464
C 5.65092 -0.53512 2.82562 -0.8494
H -1.51959 2.14765 -5.04997 0.2157
C -2.13901 5.07907 -5.55039 -0.5041
H -0.02503 -3.41847 -0.94217 0.1469
C -2.17240 -7.88313 8.17507 0.8010
H -2.09426 5.02189 -6.73759 0.2350
H 5.95963 -1.86675 1.00044 -0.1241
O -2.39141 -5.47435 2.41870 -0.5725
C -0.73290 -3.56106 -0.02268 -0.2479
H -3.98248 -0.84196 -1.51665 0.2128
H -1.73240 7.91945 -6.87549 0.2493
H -4.14538 -10.36125 7.26343 0.3427
H -2.21954 -7.21420 5.17601 0.0415
H -1.93043 -5.46422 6.25981 0.2556
H 1.01700 -5.28019 5.36252 0.3365
H -3.78625 6.75964 -5.64442 0.2458
C -1.17753 15.06601 -7.97533 -0.9424
O -2.92918 -8.73172 7.44366 -0.3766
C -2.26096 2.62720 -4.27187 -0.5873
H -1.48490 -0.66754 -0.51199 -0.1089
H -2.07758 10.16820 -5.63576 0.1173
H 0.12761 -6.79018 5.46479 0.2496
H 1.57188 -4.05559 1.78152 0.4880
H -3.40458 0.55777 -4.58293 0.2957
H -2.24689 14.97505 -8.18906 0.3037
H -4.30468 1.90028 -3.48838 0.2655
C 1.26915 -2.90189 1.77895 -1.0683
H 0.66750 1.67837 0.78872 0.3560
H -0.70452 -1.66009 1.26557 -0.0951
H 5.99861 -4.15084 0.62384 0.0596
H 4.35361 -5.08255 -1.32785 0.3005
C -0.84018 14.37501 -6.66412 -0.4157
H -0.61013 7.63877 -5.36519 0.2267
H 5.79415 -4.78683 -2.53785 0.3430
H -0.88145 -1.64435 -2.05578 0.1512
H 0.37903 12.31237 -9.14784 0.2738
H -0.93178 -3.26316 2.22431 0.0170
O -1.24067 12.99296 -6.69761 -0.3658
H 0.73890 -0.48257 0.13973 -0.8242
H 3.13080 0.69259 2.09774 -0.2825
H -2.62861 -3.63751 -1.29551 0.3061
O 3.96329 -3.30594 2.62385 -0.6814
C -3.27663 1.39580 -3.77223 -0.4168
H -3.90772 4.27052 -4.25443 0.3216
C 0.20055 -5.78404 5.88884 -0.9216
H 2.44336 0.76042 4.57334 0.2436
C 4.90135 -2.79634 -1.73892 -0.4817
H -1.02275 5.02819 -5.15583 0.2983
C -2.24773 9.20230 -4.95992 -0.6567
N 7.74970 -3.78290 -0.77231 -0.6227
H 0.46231 -5.87330 6.94625 0.3498
H 8.55400 -4.18739 -0.23197 0.2454
C -2.60296 -7.54649 9.57385 -1.1277
C 5.06773 -1.19077 1.41572 0.0098
H -2.92384 -2.72142 0.41052 0.2952
H 4.89164 -3.25571 3.02032 0.2518
C -2.59613 0.73925 -2.43258 -0.5265
H -1.41549 0.82618 -2.58643 0.2158
C -1.73604 7.81256 -5.70083 -0.3714
H 0.21733 14.46972 -6.40060 0.3629
H -5.54985 -8.32430 7.08075 0.2970
C 6.47195 -4.52827 -0.37760 -0.2816
H -3.17279 -7.53466 3.74860 0.3569
C 2.03782 0.51142 1.72282 0.8396
H -2.80526 6.71952 -4.00990 0.2921
H 1.12086 13.30104 -7.86295 0.3513
H 5.80081 -1.37550 3.64710 0.1405
H 2.47024 -0.02623 -0.42419 0.2321
O 1.59125 1.83851 1.17748 -0.6350
H 6.72533 -0.05203 2.65013 0.3408
H -3.20879 -1.40954 -3.21918 0.3204
H -1.62204 9.30311 -3.94994 0.2369
H -0.96455 -4.00509 6.13885 0.3412
C -2.20500 -7.15098 4.08832 -0.8201
H -1.40763 14.84608 -5.85794 0.3003
C -2.03640 -5.75548 3.55969 0.8291
C -2.18930 -2.88067 -0.48798 -0.6882
H 4.87266 -0.35993 0.58105 0.3127
C -3.09021 3.85091 -4.99172 -0.5714
C 0.67320 12.33516 -8.09523 -1.1396
```

Computed properties:
charge: 0

Electronic energy values, unit a.u., following the record order: -375.3769; -432.7040; -2303.0502.